Density functional theory data (ωB97M-V with the def2-TZVPD basis set) for the molecule C4H5NO.

Spin multiplicity   1
HOMO (spin up / spin down)   -8.4 / -8.4 eV
Energy   -285.24615 hartree
Orbital gap (spin up / spin down)   7.8 / 7.8 eV
Strongest force on any atom   0.53 eV Å⁻¹

Last columns: bonded neighbours and bond lengths (Å).
Atoms and positions in Å:
1 C 0.0879 -2.2004 0.9277  C2 1.379, H7 1.085, H8 1.091
2 C 0.4011 -1.0397 0.2515  C1 1.379, C3 1.290, H9 1.175
3 C 0.4519 -0.1263 -0.6579  C2 1.290, C4 1.459
4 C 0.3190 1.3164 -0.4878  C3 1.459, O5 1.223, N6 1.371
5 O 1.1433 1.9712 0.1344  C4 1.223
6 N -0.7870 1.8701 -1.0790  C4 1.371, H10 1.009, H11 1.007
7 H 0.7828 -2.6062 1.6554  C1 1.085
8 H -0.8857 -2.6848 0.8434  C1 1.091
9 H 0.5336 -0.7373 1.3794  C2 1.175
10 H -0.7834 2.8753 -1.1611  N6 1.009
11 H -1.2634 1.3617 -1.8059  N6 1.007



Density functional theory data (ωB97M-V with the def2-TZVPD basis set) for the molecule C4H5NO in a non-equilibrium geometry.

Spin multiplicity   1
HOMO (spin up / spin down)   -9.6 / -8.9 eV
Energy   -285.28919 hartree
Orbital gap (spin up / spin down)   7.9 / 6.7 eV
Strongest force on any atom   1.59 eV Å⁻¹

Last columns: bonded neighbours and bond lengths (Å).
Atoms and positions in Å:
1 N -1.4008 -0.9238 -1.7637  C2 1.322, H7 1.028
2 C -1.0282 -0.3411 -0.6375  N1 1.322, C3 1.475, O6 1.245
3 C 0.3524 -0.7604 -0.3327  C2 1.475, C4 1.415, H8 1.090
4 C 1.1966 0.0339 0.4786  C3 1.415, C5 1.362, H9 1.088
5 C 0.6717 0.9284 1.3617  C4 1.362, H10 1.086, H11 1.083
6 O -1.6343 0.5530 -0.0178  C2 1.245
7 H -2.1056 -0.2941 -2.1684  N1 1.028
8 H 0.7499 -1.6463 -0.8271  C3 1.090
9 H 2.2743 -0.1075 0.4412  C4 1.088
10 H 1.3243 1.5482 1.9686  C5 1.086
11 H -0.4002 1.0098 1.4971  C5 1.083



Density functional theory data (ωB97M-V with the def2-TZVPD basis set) for a cluster of 2 separate species, C4H5NO in total in a non-equilibrium geometry.

Spin multiplicity   1
HOMO   -9.9 eV
Energy   -285.26512 hartree
Orbital gap   9.0 eV
Strongest force on any atom   1.41 eV Å⁻¹

Last columns: bonded neighbours and bond lengths (Å).
Atoms and positions in Å:
1 N -1.0754 -1.2363 -2.3872  C2 1.157
2 C -0.5373 -1.1410 -1.3676  N1 1.157, C3 1.481
3 C 0.1482 -1.2127 -0.0572  C2 1.481, O4 1.225, H5 1.098
4 O -0.4733 -1.3259 0.9926  C3 1.225
5 H 1.1906 -1.5352 -0.1813  C3 1.098
6 C 0.7116 0.8068 0.2532  C7 1.360, H8 1.080, H9 1.083
7 C -0.5189 1.2168 0.6629  C6 1.360, H10 1.081, H11 1.090
8 H 1.3372 0.2230 0.9117  C6 1.080
9 H 1.2618 1.3863 -0.4775  C6 1.083
10 H -0.7231 2.2778 0.6935  C7 1.081
11 H -1.3214 0.5404 0.9569  C7 1.090